63
Properties=species:S:1:pos:R:3 method="wB97M-V/def2-TZVPD" s2=6.163 e_homo_ha="-0.2668 / -0.3143" spin_multiplicity=5
P 0.331 3.629 -0.458
P 1.533 0.844 -0.667
C 2.131 3.520 -1.114
C 2.301 2.196 -1.822
H 2.775 3.485 -0.212
H 2.443 4.378 -1.740
H 1.781 2.139 -2.795
H 3.359 1.968 -2.054
C 2.523 0.429 0.821
H 2.224 -0.613 1.026
H 2.315 1.037 1.702
H 3.585 0.416 0.555
C 2.575 -0.405 -1.586
H 3.598 0.015 -1.681
H 2.266 -0.673 -2.597
H 2.652 -1.353 -1.036
C 0.743 4.864 0.811
H 1.086 4.377 1.732
H -0.129 5.447 1.116
H 1.542 5.552 0.480
C -0.599 4.467 -1.795
H -1.060 3.755 -2.504
H 0.061 5.131 -2.402
H -1.433 5.098 -1.390
Fe 0.085 1.861 0.569
C -0.066 -5.551 -1.977
C 0.159 -5.327 -0.674
C 0.424 -4.070 0.147
C -0.382 -2.799 -0.156
C -0.801 -2.741 -1.561
C 0.088 -2.379 -2.483
C 0.943 -3.446 -3.055
C 0.122 -4.770 -3.249
C -1.394 3.364 1.382
H -0.388 -6.571 -2.275
H 0.251 -6.268 -0.098
H 1.494 -3.844 0.094
H 0.272 -4.416 1.174
H -1.260 -2.819 0.494
H 0.124 -1.897 0.236
H -1.879 -2.922 -1.663
H 0.423 -1.333 -2.691
H 1.700 -3.684 -2.298
H 1.485 -3.115 -3.929
H -0.892 -4.568 -3.660
H 0.648 -5.359 -4.003
H -2.309 2.797 1.292
H -1.726 4.305 0.887
H -1.322 3.632 2.440
F -3.574 1.341 1.183
C -3.039 0.183 1.663
F -4.100 -0.629 1.915
F -2.313 -0.332 0.617
C -2.017 0.412 2.838
O -0.950 1.067 2.422
C -2.712 1.217 4.034
F -4.025 0.883 4.238
F -2.038 1.042 5.208
F -2.680 2.539 3.768
C -1.796 -1.054 3.531
F -2.725 -1.305 4.500
F -1.864 -2.089 2.647
F -0.570 -1.061 4.103